Entry 1:
{
  "formula": "C22H34BCoN6O4PS2",
  "method": "ωB97M-V/def2-TZVPD",
  "de_lowest_kcal_mol": 0.0,
  "e_lumo_ha": -0.1085,
  "homo_lumo_gap_ev": 7.92,
  "total_charge": 1,
  "symbols": ["Co", "S", "C", "N", "C", "C", "C", "C", "C", "C", "S", "H", "H", "H", "H", "B", "N", "C", "C", "C", "N", "N", "C", "C", "C", "N", "H", "H", "H", "H", "H", "H", "H", "H", "C", "C", "O", "P", "O", "C", "C", "O", "C", "C", "H", "H", "H", "H", "H", "H", "H", "H", "H", "H", "H", "H", "H", "H", "H", "C", "N", "C", "C", "O", "H", "H", "H", "H", "H", "H", "H"],
  "coordinates": [[-0.171417, 0.048353, 0.313653], [-0.262864, -2.151061, -0.538216], [-0.249469, -1.139538, -1.930779], [-0.065691, 0.123122, -1.659331], [-0.150792, 0.944315, -2.777401], [-0.037534, 2.330377, -2.810032], [-0.148883, 2.961400, -4.034015], [-0.362548, 2.233236, -5.208011], [-0.473278, 0.855516, -5.182571], [-0.369428, 0.216937, -3.952586], [-0.496849, -1.493816, -3.601878], [0.121701, 2.886866, -1.896624], [-0.069556, 4.038788, -4.085228], [-0.450439, 2.755159, -6.150967], [-0.643583, 0.293332, -6.090663], [-2.253494, 2.882465, 0.367419], [-0.769496, 2.897007, 0.835098], [-0.178304, 3.974702, 1.350036], [1.180197, 3.732345, 1.471188], [1.337704, 2.441697, 0.997937], [0.150357, 1.942001, 0.609595], [-2.595738, 1.499795, -0.247007], [-3.720582, 1.303535, -0.928736], [-4.008917, -0.053045, -0.960330], [-2.971916, -0.637033, -0.262077], [-2.107591, 0.302890, 0.169771], [-2.436550, 3.714243, -0.483753], [-2.942016, 3.085375, 1.342388], [-0.760217, 4.855611, 1.564802], [1.940915, 4.401581, 1.831428], [2.230712, 1.856236, 0.893780], [-4.276464, 2.149420, -1.297642], [-4.853120, -0.539910, -1.414427], [-2.815262, -1.673803, -0.033118], [2.306514, -0.274203, 4.779480], [1.665793, 0.520273, 3.667214], [0.249363, 0.213144, 3.584044], [-0.421884, -0.641518, 2.426535], [-1.907504, -0.722369, 2.932250], [-2.698225, 0.478510, 3.187716], [-2.964072, 0.594864, 4.667163], [0.085785, -2.128301, 2.545076], [-0.505184, -3.191909, 3.354714], [0.320517, -3.442314, 4.590840], [3.362382, -0.009753, 4.852240], [2.233454, -1.343843, 4.586390], [1.832785, -0.059358, 5.736854], [2.140687, 0.312740, 2.710324], [1.718975, 1.590545, 3.855064], [-3.611985, 0.352271, 2.611158], [-2.170162, 1.352095, 2.804845], [-3.530477, -0.262553, 5.029693], [-3.546164, 1.497189, 4.857006], [-2.029089, 0.659496, 5.222395], [-0.525809, -4.059565, 2.698160], [-1.526838, -2.913389, 3.600374], [1.355690, -3.667420, 4.332486], [-0.088415, -4.300530, 5.125224], [0.299640, -2.582600, 5.259579], [4.223765, -2.153417, -1.314611], [3.326259, -1.726298, -0.249462], [3.400696, -2.447356, 1.014150], [2.490235, -0.735363, -0.426660], [1.756093, -0.269701, 0.477853], [5.260534, -2.012586, -1.010156], [4.032838, -1.572247, -2.213470], [4.054652, -3.208059, -1.527983], [4.318682, -2.183592, 1.540929], [3.404204, -3.516296, 0.805389], [2.535652, -2.199795, 1.621748], [2.492830, -0.292585, -1.426954]],
  "forces_ev_per_a": [[-0.2719, -0.4661, -0.3836], [-0.0060, 0.2007, 0.1727], [-0.0275, -0.1120, -0.0957], [-0.0903, 0.2599, -0.0783], [-0.0051, -0.1283, 0.0277], [-0.0053, 0.0111, -0.0082], [0.0112, -0.0016, 0.0098], [-0.0123, -0.0009, 0.0003], [0.0012, -0.0171, 0.0036], [-0.0057, -0.0042, -0.0232], [0.0121, 0.0736, 0.0006], [-0.0015, 0.0066, 0.0065], [-0.0094, 0.0017, 0.0020], [0.0106, -0.0001, -0.0020], [-0.0011, 0.0063, -0.0044], [-0.1220, 0.0755, 0.1377], [0.0373, -0.0689, -0.0808], [0.0441, 0.0841, -0.0187], [-0.0364, 0.0479, -0.0329], [-0.0675, 0.0153, -0.1619], [0.2924, 0.0849, 0.5415], [0.1876, -0.1315, -0.0313], [-0.1413, -0.0280, 0.0178], [-0.0665, 0.1045, -0.0220], [0.0873, 0.0535, 0.2625], [0.0032, -0.0702, -0.2593], [0.0568, -0.0051, -0.0158], [-0.0094, -0.0478, -0.0207], [-0.0054, -0.0022, -0.0028], [-0.0026, 0.0024, 0.0033], [-0.0001, 0.0010, 0.0886], [0.0115, 0.0047, -0.0145], [-0.0058, 0.0049, 0.0058], [0.0966, -0.0500, -0.0748], [-0.0248, -0.0089, -0.0002], [0.0122, 0.0188, 0.0219], [-0.0021, -0.0097, -0.0246], [-0.0459, 0.3486, 0.0575], [-0.0524, -0.0689, -0.0080], [0.0034, -0.0033, 0.0175], [0.0029, -0.0186, -0.0122], [0.0160, -0.1316, -0.0720], [0.0277, 0.0294, 0.0180], [-0.0101, -0.0063, 0.0024], [-0.0051, 0.0159, 0.0109], [0.0204, 0.0047, -0.0074], [-0.0061, 0.0001, -0.0035], [-0.0118, -0.0058, -0.0334], [0.0158, 0.0097, -0.0155], [-0.0043, 0.0240, -0.0144], [0.0169, 0.0055, -0.0160], [0.0014, -0.0029, -0.0063], [-0.0055, -0.0054, 0.0086], [0.0038, 0.0291, -0.0034], [0.0226, 0.0036, -0.0039], [-0.0015, -0.0060, -0.0067], [-0.0046, -0.0058, -0.0023], [-0.0014, 0.0039, 0.0074], [-0.0048, 0.0029, 0.0056], [-0.0139, -0.0117, 0.0128], [0.1103, 0.0221, 0.0311], [-0.0090, 0.0007, 0.0050], [-0.0701, 0.2004, -0.0869], [0.1613, -0.2704, 0.1873], [-0.0014, -0.0044, 0.0037], [0.0039, 0.0065, 0.0015], [0.0035, -0.0017, -0.0097], [-0.0055, -0.0074, 0.0085], [0.0060, 0.0012, 0.0014], [-0.0197, 0.0069, 0.0029], [-0.0871, -0.0696, -0.0268]]
}


Entry 2:
{
  "formula": "C2H2Cl2S2",
  "method": "ωB97M-V/def2-TZVPD",
  "de_lowest_kcal_mol": 48.4,
  "e_lumo_ha": 0.0075,
  "homo_lumo_gap_ev": 9.73,
  "symbols": ["C", "C", "S", "S", "Cl", "Cl", "H", "H"],
  "coordinates": [[-0.923996, -0.566501, 0.102113], [0.771989, -0.176842, -0.289280], [0.496462, -1.168627, 1.240271], [1.378579, 1.480282, -0.432111], [-1.647531, 0.971088, 0.608506], [1.421906, -1.131265, -1.591949], [-1.894519, -1.226166, 0.023016], [0.397111, 1.818030, 0.339433]],
  "forces_ev_per_a": [[1.7543, 0.5119, 1.7099], [-2.6446, -2.5831, 0.2278], [-1.1695, 1.4883, -1.4498], [0.4023, -0.8929, -0.3737], [-0.5400, 0.0505, 0.3229], [0.2212, -0.2873, -0.4391], [2.7534, 0.5917, -0.9749], [-0.7770, 1.1209, 0.9768]]
}


Entry 3:
{
  "formula": "CH4FIP2",
  "method": "ωB97M-V/def2-TZVPD",
  "de_lowest_kcal_mol": 94.7,
  "e_lumo_ha": -0.0458,
  "homo_lumo_gap_ev": 8.22,
  "symbols": ["C", "F", "P", "P", "I", "H", "H", "H", "H"],
  "coordinates": [[0.502774, 0.225498, -1.277506], [1.702332, 0.655167, -0.802384], [-0.749801, 1.398323, 1.178208], [-1.193447, 0.847474, -0.692736], [0.412137, -1.949874, -1.305703], [0.698937, 0.497038, -2.388103], [0.650787, 1.380804, 1.119869], [-1.213265, -1.836977, 1.848645], [-0.810454, -1.217454, 2.319711]],
  "forces_ev_per_a": [[0.4722, 0.5153, -3.6275], [-0.0802, 0.0337, 1.5075], [-0.6478, 0.6737, 0.3576], [1.1831, -0.4508, 0.1283], [0.0044, 0.3861, 0.1602], [-1.2635, -0.7004, 1.4505], [0.3289, -0.3171, -0.0777], [1.5353, 2.2655, 1.8020], [-1.5325, -2.4060, -1.7009]]
}


Entry 4:
{
  "formula": "C4H6CaLiO",
  "method": "ωB97M-V/def2-TZVPD",
  "e_lumo_ha": [-0.3166, -0.3165],
  "homo_lumo_gap_ev": [6.39, 6.61],
  "s_squared": 0.78,
  "total_charge": 2,
  "multiplicity": 2,
  "symbols": ["C", "C", "H", "H", "H", "H", "Li", "O", "C", "C", "Ca", "H", "H"],
  "coordinates": [[0.563879, 1.661193, -0.112622], [0.991429, 0.333875, -0.258127], [0.165603, 2.050497, 0.829178], [0.392203, 2.284936, -0.996231], [1.277937, -0.221285, 0.643476], [1.529366, 0.053180, -1.170525], [2.861979, 2.162376, 0.173638], [-1.483469, -1.680813, 1.282418], [-1.414098, -1.702668, -0.035311], [-0.669686, -0.918516, -0.821730], [-1.544260, -0.592285, 2.897974], [-0.689926, -0.914570, -1.911014], [-1.980957, -2.515918, -0.521124]],
  "forces_ev_per_a": [[0.2661, 0.0183, -0.1894], [-0.7656, -0.3553, 0.0244], [0.0693, -0.1598, -0.2411], [-0.0267, -0.2017, 0.3091], [-0.1282, -0.0451, -0.3779], [-0.2963, -0.0630, 0.3079], [-0.0977, 0.0473, -0.1838], [0.2035, 0.3643, 0.5747], [0.6482, 0.0595, -0.9734], [0.2464, -0.0810, -0.0664], [-0.3764, -0.1764, 0.4311], [0.1780, 0.1510, 0.3582], [0.0794, 0.4418, 0.0266]]
}


Entry 5:
{
  "formula": "C6H16N2",
  "method": "ωB97M-V/def2-TZVPD",
  "de_lowest_kcal_mol": 11.5,
  "e_lumo_ha": [-0.1015, -0.2611],
  "homo_lumo_gap_ev": [9.14, 4.77],
  "s_squared": 0.75,
  "total_charge": 1,
  "multiplicity": 2,
  "symbols": ["C", "C", "C", "N", "C", "N", "C", "C", "H", "H", "H", "H", "H", "H", "H", "H", "H", "H", "H", "H", "H", "H", "H", "H"],
  "coordinates": [[-0.331830, 0.057481, 1.148806], [-1.284136, 1.264080, 1.240949], [-1.110184, 2.325364, 0.200363], [0.174666, 2.977469, 0.395867], [-0.289815, -0.470176, -0.315975], [0.638397, -1.567219, -0.472798], [1.799935, -1.303023, -1.263387], [0.102834, -2.899211, -0.470746], [-0.594112, -0.710741, 1.877067], [0.697752, 0.326767, 1.413128], [-1.110620, 1.743467, 2.200457], [-2.287094, 0.837886, 1.120072], [-1.145613, 1.959555, -0.817402], [-1.915630, 3.062588, 0.239883], [0.458590, 3.880998, 0.066136], [0.947399, 2.422086, 0.719008], [-1.286119, -0.793632, -0.634059], [0.050093, 0.381973, -0.901381], [2.509357, -2.132093, -1.226184], [2.374279, -0.467412, -0.860200], [1.584391, -1.120576, -2.323742], [0.660468, -3.511685, 0.249208], [-0.929213, -2.854514, -0.167450], [0.286204, -3.409433, -1.417617]],
  "forces_ev_per_a": [[0.6648, 0.2078, -0.0699], [-0.3022, -0.9525, -0.2160], [1.1688, 1.3290, -0.5571], [0.3782, -0.1865, 0.6287], [-0.0115, 0.3255, 0.8736], [-0.9908, 0.4143, -1.6779], [1.8643, -0.3186, 0.3840], [0.6249, -0.4743, 0.8751], [-0.2884, -0.0920, -0.2083], [-0.0736, 0.1358, -0.0578], [-0.4350, -0.1630, 0.2605], [-0.0668, 0.3129, 0.4874], [-0.4504, -0.5772, -0.4633], [0.0615, -0.0596, 0.3308], [-0.5123, -0.0255, -0.2674], [-0.1109, 0.0302, -0.0411], [0.1393, 0.0111, 0.0279], [0.0713, -0.2396, -0.2632], [-0.3265, -0.2535, 0.0128], [-0.4040, 0.3336, -0.0600], [-0.4445, 0.0980, 0.2157], [-0.0153, 0.1033, 0.1312], [-0.3058, -0.2422, -0.1051], [-0.2351, 0.2829, -0.2406]]
}


Entry 6:
{
  "formula": "C20H23NO5S",
  "method": "ωB97M-V/def2-TZVPD",
  "de_lowest_kcal_mol": 531.3,
  "e_lumo_ha": -0.0011,
  "homo_lumo_gap_ev": 8.29,
  "symbols": ["C", "H", "O", "C", "C", "C", "C", "C", "C", "H", "C", "N", "C", "O", "C", "C", "C", "C", "C", "C", "H", "H", "H", "O", "C", "H", "H", "H", "H", "C", "C", "H", "H", "S", "O", "O", "C", "C", "H", "H", "H", "H", "H", "H", "H", "H", "H", "H", "H", "H"],
  "coordinates": [[-5.228972, -0.303276, 1.204694], [-5.273822, -0.270267, 0.032878], [-3.756716, -0.317470, 1.421553], [-3.013271, 0.532797, 0.996306], [-3.424631, 1.543719, 0.199237], [-2.541156, 2.553794, 0.024038], [-1.239262, 2.290841, 0.399908], [-0.778961, 1.270848, 0.758374], [-1.771528, 0.372989, 1.199375], [-1.405951, -0.605953, 1.798962], [0.643354, 1.187049, 1.167147], [1.426033, 1.183908, -0.153474], [1.022218, 0.629177, -1.394248], [1.439599, 1.382017, -2.282047], [-0.117769, -0.202742, -1.425856], [0.010283, -1.445213, -0.542609], [-0.879751, -2.541483, -0.681914], [-2.130615, -2.158275, -1.352101], [-2.147714, -0.791551, -2.147762], [-1.284524, 0.107486, -1.920438], [-1.411573, 0.999129, -2.639654], [-3.277106, -0.609761, -2.482149], [-2.867541, -2.746906, -1.402337], [-0.899955, -3.553548, 0.021481], [0.332224, -3.763672, 0.318223], [1.300914, -3.900744, -0.094849], [0.517142, -3.438465, 1.396692], [0.209360, -4.780661, 0.905937], [0.922623, -1.636366, -0.027949], [2.876998, 1.665087, 0.201362], [3.567930, 1.191058, 1.272498], [4.450341, 1.574455, 1.426738], [2.998708, 0.986292, 2.240655], [3.975817, -0.692199, 0.633975], [2.887225, -1.553854, 0.910344], [5.342559, -0.755670, 1.153187], [4.069867, -0.063629, -1.271221], [3.806312, 1.445393, -0.771744], [3.378834, 1.839585, -1.959642], [4.627763, 2.074819, -0.732300], [3.327005, -0.669974, -1.459690], [4.871202, -0.269438, -1.267080], [2.629727, 2.748586, 0.293539], [0.997780, 1.621028, 1.870290], [0.723175, 0.070744, 1.551049], [-0.251294, 3.070734, -0.096263], [-2.707946, 3.432940, -0.496301], [-4.352911, 1.770099, 0.159204], [-5.719920, -1.113094, 1.408347], [-5.872106, 0.639644, 1.635642]],
  "forces_ev_per_a": [[2.7232, 7.3031, -4.1269], [-0.4088, 0.3320, 1.9543], [-9.0143, -7.8675, 4.7650], [-0.0717, 3.9391, -3.4742], [3.9338, 2.3668, 0.3526], [0.7982, -0.8412, -0.3426], [-0.6181, 16.8767, -8.5459], [3.7845, -11.6812, 7.9748], [8.6335, -4.4580, 3.1656], [-0.9983, 2.3129, -1.3898], [-3.6574, -11.9238, -10.6062], [2.0435, -0.7025, 4.4748], [1.4538, 6.4054, 1.4586], [-0.4780, -2.2687, -1.8889], [3.2510, -5.9454, 5.3094], [-0.1219, 1.2168, -3.6905], [-5.6977, 10.0291, -4.8122], [8.4714, 7.6988, -1.8168], [-9.2043, -9.3309, 2.9222], [1.2274, 6.4264, -5.1947], [0.5328, -0.7199, 1.7433], [2.8258, -0.0596, 0.1295], [-5.7237, -4.5325, -0.4562], [-2.9186, -3.3429, -0.6697], [4.5884, -7.0910, 10.6811], [0.0605, 0.7409, -2.2404], [0.3895, 1.4748, -1.2817], [0.7299, 0.3985, -1.6502], [0.6105, 0.4806, 0.2241], [-7.5560, 4.0765, -2.0456], [-4.5302, -7.7518, 5.5395], [4.6011, 2.1518, 0.8968], [0.8583, 0.3943, -1.0421], [2.5898, 5.6259, 0.6083], [-0.8645, -1.8779, 0.4601], [-0.7484, -1.6526, -0.3532], [-15.3977, 8.3600, 7.5921], [0.5822, -1.1791, -12.6908], [0.9451, -0.6874, 3.4703], [2.1116, 0.4447, 0.5349], [-3.8256, -2.4567, -2.7991], [19.2831, -4.9257, -1.8326], [0.7076, -0.2365, -0.0396], [4.1999, 6.8005, 7.9862], [0.0395, 1.7127, -0.3287], [-3.3065, -1.4995, 1.6227], [-0.8229, 1.5798, -0.7395], [-6.3523, 1.0529, -1.0870], [-1.7872, -5.0867, 2.1346], [2.1282, -2.0822, -0.8559]]
}